(1)
19
Properties=species:S:1:pos:R:3:nbo_charge:R:1 method="wB97M-V/def2-TZVPD" charge=+1 lumo_energy_ev=-5.925
H 0.841 0.057 -1.539 0.221
H 2.198 0.548 1.279 0.250
C 1.268 0.990 1.440 -0.288
C -0.304 -1.620 -0.856 -0.232
I -0.904 2.412 -1.884 0.545
H 0.328 -0.926 1.894 0.262
C -0.486 1.851 -0.025 -0.085
H -0.464 -2.252 -0.016 0.209
N -1.469 -0.985 -1.515 -0.868
H 1.469 -0.908 -0.087 0.212
H 1.464 2.018 1.566 0.242
C 0.131 0.175 1.849 -0.354
C 0.590 -0.448 -0.587 -0.377
H -2.274 -1.507 -1.217 0.376
C 0.150 0.669 0.414 -0.221
H -1.420 -1.037 -2.506 0.374
H -0.741 2.649 0.824 0.264
H 0.329 -2.191 -1.606 0.204
H -0.707 0.504 2.571 0.269

(2)
12
Properties=species:S:1:pos:R:3:nbo_charge:R:1 method="wB97M-V/def2-TZVPD" charge=0 lumo_energy_ev="1.000 / -3.430" multiplicity=3
F 2.041 -2.442 2.165 -0.325
O -1.388 0.978 -0.588 -0.350
C -0.781 1.175 0.673 -0.059
C 1.535 -1.556 1.341 0.866
F 1.061 -0.515 2.070 -0.345
H -0.528 2.113 1.027 0.195
H 1.005 0.367 -1.988 0.390
F 0.515 -2.091 0.721 -0.322
H 2.307 -1.307 0.634 0.123
N 1.075 0.539 -0.923 -0.544
H -1.011 0.381 1.438 0.177
C -0.017 0.882 -0.492 0.195

(3)
21
Properties=species:S:1:pos:R:3:nbo_charge:R:1 method="wB97M-V/def2-TZVPD" charge=+1 lumo_energy_ev="-4.217 / -4.212"
N 0.836 0.827 -1.463 -0.267
C 1.737 1.425 -2.181 -0.062
C 1.363 -1.238 2.336 -0.259
H -0.723 1.181 -2.827 0.242
H 2.782 1.685 -1.907 0.248
C 1.102 0.275 -0.226 -0.115
C -2.349 -0.633 0.948 -0.679
H 1.076 -1.672 3.247 0.222
C 0.085 -0.214 0.568 0.338
H -1.780 -1.306 1.590 0.274
H 2.105 0.453 0.049 0.239
Cl 1.414 2.088 -3.767 0.047
H 1.732 -2.136 1.725 0.207
H -3.257 -0.914 0.477 0.250
H -2.284 0.187 -1.532 0.443
C -0.474 0.812 -1.895 0.073
N -1.426 0.346 -1.097 -0.354
H -2.852 0.194 1.637 0.257
C -1.263 -0.130 0.114 0.155
O 0.153 -0.826 1.705 -0.460
H 2.024 -0.403 2.498 0.202

(4)
88
Properties=species:S:1:pos:R:3:lowdin_spin:R:1 method="wB97M-V/def2-TZVPD" charge=+1 lumo_energy_ev="-2.886 / -2.849" multiplicity=2
C -3.889 1.780 -2.394 0.001
C -2.313 -3.100 2.318 0.000
H -4.608 -6.244 3.555 0.000
H 5.019 -2.830 2.479 0.000
C 2.109 4.687 -0.663 0.001
C -0.197 -0.181 -3.751 0.003
C 1.645 3.421 -0.335 0.004
C -1.936 -1.645 2.208 0.000
C -1.084 -1.304 1.167 0.000
C -4.303 -5.198 3.521 0.000
H -1.660 -1.649 -1.204 0.000
C -2.118 -2.083 -3.245 0.000
O -2.647 -3.665 1.285 0.000
N -2.316 -3.704 3.525 0.000
H -4.760 -4.682 4.366 0.000
N 1.768 1.266 0.646 0.001
H -4.837 1.266 -2.472 0.000
H 4.222 0.122 -1.313 0.000
H -4.402 3.400 -3.712 0.000
C 5.489 -0.460 0.321 0.001
C 3.223 2.261 -3.921 0.000
C 4.347 -0.532 -0.461 0.000
C 3.215 2.925 1.573 0.000
N 5.724 -1.250 1.369 -0.001
N 0.547 2.913 -0.877 0.037
H -3.485 -2.260 5.582 0.000
C 2.584 1.946 -5.118 0.005
H -4.682 -4.764 2.597 0.000
H -2.349 -5.626 2.724 0.000
C -0.849 -0.806 -4.814 0.000
C 1.390 5.423 -1.589 0.001
C 0.929 0.740 -3.858 0.002
C -2.787 -5.094 3.568 0.000
Se 1.736 -1.609 -1.126 0.007
C -2.697 -2.960 5.866 0.000
C 2.698 1.837 -2.711 0.000
C -0.187 3.642 -1.714 0.005
H -1.128 1.945 1.236 0.000
C -2.218 0.692 2.609 0.000
H -2.315 -2.255 -5.381 0.000
H -3.173 -3.900 6.147 0.000
H 3.347 0.052 3.341 0.000
H -0.919 -3.859 5.052 0.000
C 1.523 1.085 -2.633 -0.021
H -3.027 0.327 -1.067 0.000
C 2.268 2.512 0.651 0.001
C -1.458 -1.418 -2.240 0.001
C -3.646 2.964 -3.072 -0.001
C -1.370 0.936 1.547 0.000
C -1.479 3.003 -2.077 0.003
C -1.703 -3.164 4.734 0.000
H -1.203 -2.230 4.488 0.000
N -0.812 -0.046 0.828 0.002
H -3.204 -0.845 3.748 0.000
C -2.425 3.594 -2.905 0.001
C 0.215 4.906 -2.114 0.001
H -2.651 1.519 3.154 0.000
C 3.067 0.777 2.591 0.000
H 4.138 2.840 -3.936 0.000
C 3.633 2.039 2.553 0.000
H 2.986 2.288 -6.062 0.000
H -2.393 -5.535 4.483 0.000
C 4.805 -2.172 1.643 0.000
C 3.620 -2.315 0.934 -0.001
C -1.816 -1.754 -4.562 0.003
H 3.235 2.105 -1.808 0.000
C 2.145 0.432 1.620 -0.001
H 0.956 0.903 -6.012 0.000
N -1.691 1.837 -1.465 0.033
N -0.535 -0.471 -2.478 -0.002
H 2.901 -3.072 1.221 0.000
H 4.378 2.335 3.278 0.000
H 6.259 0.269 0.091 0.000
H -0.375 5.488 -2.807 0.000
H -0.569 -0.566 -5.828 0.000
H -2.218 4.530 -3.403 0.000
H 1.735 6.403 -1.889 0.000
H 3.603 3.933 1.541 0.000
Ru 0.477 0.536 -0.968 0.908
C -2.516 -0.622 2.942 0.000
C 1.442 1.172 -5.083 -0.001
H -2.842 -2.845 -2.995 0.000
H -0.605 -2.081 0.581 0.001
H -2.190 -2.569 6.748 0.000
H 1.704 -0.553 1.593 0.000
C -2.879 1.254 -1.607 0.001
H 3.015 5.082 -0.227 0.000
C 3.366 -1.460 -0.132 0.004

(5)
11
Properties=species:S:1:pos:R:3:nbo_charge:R:1 method="wB97M-V/def2-TZVPD" charge=0 lumo_energy_ev=1.193
C -0.799 -0.968 0.160 -0.225
C 1.449 0.241 -0.018 -0.262
H -0.718 -0.531 -2.074 0.178
H -1.430 0.806 -1.027 0.183
N 0.267 -0.259 -0.184 -0.206
C -0.888 -0.143 -1.064 -0.236
H 1.774 1.045 -0.665 0.196
H -0.694 0.727 1.801 0.000
H -0.872 -2.019 0.395 0.212
H -0.173 1.258 1.912 -0.036
H 2.085 -0.157 0.763 0.197

(6)
106
Properties=species:S:1:pos:R:3:lowdin_charge:R:1 method="wB97M-V/def2-TZVPD" charge=0 lumo_energy_ev=0.581 smiles=Fc1ccccc1.Fc1ccccc1.Fc1ccccc1.Fc1ccccc1.Fc1ccccc1.Fc1ccccc1.c1ccncc1.c1ccncc1.CO.CO
C 0.072 -0.066 -0.068 -0.086
H 3.512 -3.666 4.605 0.106
C -2.274 4.239 -1.745 -0.009
C -1.374 -1.228 1.461 -0.004
C 3.169 -4.096 3.669 -0.165
C -0.091 -3.362 -5.807 -0.092
N 1.100 0.968 -3.155 0.070
H -5.305 -0.589 4.077 0.118
C 5.659 3.127 0.856 -0.086
H -3.631 7.329 -1.675 0.103
C -3.776 5.914 -0.099 -0.078
C -3.427 4.648 0.353 -0.021
C -2.575 5.514 -2.164 -0.076
C -1.044 -4.183 -3.362 -0.266
C 0.735 4.824 3.364 -0.010
C 4.372 3.295 -1.130 -0.298
C 2.186 3.510 4.800 -0.017
H 0.256 -8.328 0.203 0.074
H -4.669 1.849 0.622 0.100
H 0.316 5.780 3.079 0.115
F -2.299 2.632 -0.024 0.040
H 1.895 -1.220 2.730 0.074
H -2.197 5.893 -3.103 0.108
H -0.750 1.448 -2.430 0.086
H 2.943 3.638 5.570 0.120
H 0.568 1.560 2.561 0.076
C 1.351 -4.692 2.401 -0.142
H 0.472 0.819 -0.549 0.081
N 1.848 -4.252 3.567 0.061
F 2.040 5.830 5.034 0.056
C 0.504 -1.297 -0.560 -0.098
H 0.271 -4.745 2.385 0.089
C 1.658 4.719 4.384 -0.297
H 0.197 -3.077 -6.812 0.102
F -1.508 -4.589 -2.151 0.045
H 1.346 -1.310 -1.245 0.107
H 4.652 2.250 2.543 0.105
H 4.307 -0.336 1.491 0.066
C 0.126 1.594 -5.677 -0.081
H 2.880 0.549 -4.021 0.110
H 0.355 -3.451 -0.412 0.104
H 0.008 -1.410 -4.992 0.086
H 3.276 -1.660 0.880 0.080
H 4.146 -1.886 2.360 0.053
H -1.366 -7.055 0.967 0.089
C -3.333 6.343 -1.339 -0.095
H 5.094 -4.207 2.736 0.104
C 3.329 2.609 -0.546 -0.004
C -0.728 1.565 -4.586 -0.072
H 4.183 -5.280 0.669 0.109
C -5.683 -0.064 3.210 -0.012
C 1.792 2.346 4.171 -0.075
C -0.170 1.320 -3.341 -0.162
C 3.431 2.236 0.782 -0.082
C -7.553 0.526 1.771 -0.094
H -1.297 -6.782 -0.785 0.071
C -0.922 -5.118 -4.386 -0.018
H -2.141 -1.184 2.221 0.107
H -0.365 3.712 1.927 0.095
H -7.075 1.691 0.051 0.106
H -1.712 3.507 -2.313 0.093
C 4.591 2.504 1.492 -0.093
H 1.683 -5.467 0.442 0.081
C -0.928 -2.435 0.963 -0.256
C -0.419 -4.699 -5.598 -0.088
C -5.336 1.275 1.258 -0.014
C 2.149 -5.074 1.338 -0.068
C -6.687 1.235 0.952 -0.078
C 3.526 -4.962 1.470 -0.070
C 0.001 -2.489 -0.063 -0.033
C 1.884 0.920 -4.236 -0.145
H 2.121 1.282 -6.363 0.104
H 6.398 4.038 -0.911 0.116
H -0.595 -5.604 0.299 0.036
H 2.434 2.399 -1.114 0.095
C -2.682 3.844 -0.477 -0.288
F 4.202 3.708 -2.389 0.062
C 0.847 2.420 3.154 -0.102
C -7.037 -0.077 2.910 -0.090
H -8.617 0.455 1.591 0.101
C -0.193 -2.447 -4.776 -0.066
H -1.774 1.811 -4.706 0.105
H -0.780 -2.155 -2.749 0.102
H -0.349 -5.436 -6.390 0.105
H -7.670 -0.646 3.584 0.105
H -0.287 1.848 -6.647 0.108
C 0.349 3.644 2.740 -0.075
F -3.546 0.673 2.607 0.079
F -1.458 -3.600 1.442 0.032
H -4.389 6.583 0.489 0.107
O 0.495 -7.401 0.146 -0.131
H 2.193 1.373 4.419 0.102
H -1.243 0.892 1.326 0.081
C 3.620 -1.126 1.777 -0.139
C 1.464 1.263 -5.505 -0.069
H 6.524 3.402 1.449 0.105
C -0.740 -6.670 0.152 -0.145
C -4.841 0.621 2.361 -0.306
C -0.670 -2.879 -3.549 -0.015
H 2.639 1.708 1.297 0.078
C 4.039 -4.441 2.639 -0.103
O 2.570 -0.558 2.542 -0.126
C -0.929 -0.046 0.892 -0.086
H -1.225 -6.133 -4.155 0.118
H -3.681 4.282 1.341 0.120
C 5.559 3.514 -0.468 -0.024

What relative energy (zero: lowest compared OMol25 entry of this formula, charge and spin) values result from the calculations? In sequence: 2.657; 2.854; 1.797; 0.054; 4.439; 0.000 eV.